(1)
19
Properties=species:S:1:pos:R:3 method="wB97M-V/def2-TZVPD" lumo_ev=1.00 spin_multiplicity=1
C -0.5994 1.2843 1.4310
C 0.3796 0.4921 0.5597
C 0.3261 -1.0245 0.8181
C 1.1290 -1.6762 -0.3217
O 0.9154 -0.9667 -1.5002
C 0.1963 0.6366 -0.9424
C -1.0035 0.2712 -1.5750
H -0.3634 1.1432 2.4908
H -0.5554 2.3581 1.2160
H -1.6323 0.9495 1.2744
H 1.3967 0.8471 0.7790
H -0.7223 -1.3563 0.8055
H 0.7297 -1.2754 1.8079
H 0.8523 -2.7362 -0.4270
H 2.2035 -1.6515 -0.0595
H 0.7978 1.3831 -1.4550
H -1.6714 -0.4241 -1.0771
H -1.3240 1.4702 -1.1698
H -1.0549 0.2754 -2.6547

***

(2)
97
Properties=species:S:1:pos:R:3 method="wB97M-V/def2-TZVPD" lumo_ev=-5.00 total_charge=+1 spin_multiplicity=1
N 3.9299 -6.5607 6.6835
C 4.1457 -5.7279 5.6140
N 3.1530 -5.8676 4.4406
C 3.3258 -4.5193 3.7658
C 4.9783 -4.2848 3.8831
C 5.0714 -2.6588 3.6949
O 6.4388 -2.1101 3.6794
C 6.2216 -0.6410 3.8982
C 6.3395 -0.1456 5.4776
C 6.0713 1.4348 5.8472
C 5.6773 2.4437 4.6108
C 5.5840 1.9484 3.0309
C 5.8506 0.3469 2.6310
N 5.1539 -4.6310 5.3519
H 3.8464 -6.2473 7.6819
H 3.7571 -7.5857 6.4547
H 3.7237 -6.4679 3.7904
H 2.8606 -4.3294 2.7085
H 2.9460 -3.7185 4.5358
H 5.6218 -4.9968 3.2107
H 4.4861 -2.1283 4.5888
H 4.5240 -2.3927 2.6949
H 6.6051 -0.9315 6.3342
H 6.1411 1.7457 6.9871
H 5.4563 3.5714 4.8846
H 5.3205 2.7074 2.1749
H 5.7709 -0.0441 1.5064
H 6.1279 -4.7891 5.6946
C -0.6279 1.3870 2.5164
O -1.1280 0.2793 3.2436
C -2.5379 0.3635 3.4631
C -3.1383 -1.0313 3.6408
O -3.3085 -1.7315 2.4007
C -2.1085 -2.2415 1.8020
C -1.5308 -3.4439 2.5512
O -0.7895 -3.0077 3.6922
C -0.6586 -4.0282 4.6718
H -0.7854 2.3161 3.0739
H 0.4450 1.2423 2.3636
H -1.1084 1.4477 1.5346
H -3.0293 0.8667 2.6217
H -2.6931 0.9519 4.3748
H -4.1489 -0.9125 4.0480
H -2.5782 -1.6319 4.3599
H -1.3705 -1.4507 1.6630
H -2.4047 -2.5771 0.8020
H -0.8381 -3.9886 1.8981
H -2.3447 -4.1129 2.8549
H -1.6448 -4.3393 5.0279
H -0.1010 -3.6196 5.5174
H -0.1139 -4.8823 4.2622
C -4.9312 -0.9936 -3.4546
O -3.6182 -0.4772 -3.5801
C -2.9982 -0.2519 -2.3121
C -1.4763 -0.3278 -2.4370
O -0.9853 -1.6735 -2.5098
C -1.1975 -2.3487 -3.7578
C -0.3020 -1.8234 -4.8816
O -0.8458 -0.6200 -5.4275
C 0.1368 0.1626 -6.0909
H -5.5770 -0.2801 -2.9323
H -5.3306 -1.1655 -4.4577
H -4.9160 -1.9508 -2.9235
H -3.3405 -0.9920 -1.5788
H -3.2923 0.7495 -1.9768
H -1.0429 0.0901 -1.5212
H -1.1009 0.2750 -3.2660
H -2.2520 -2.3418 -4.0355
H -0.9265 -3.3937 -3.5705
H -0.2557 -2.5604 -5.6928
H 0.7083 -1.6469 -4.4940
H 0.9246 0.4537 -5.3903
H -0.3442 1.0696 -6.4634
H 0.5602 -0.3905 -6.9328
C -0.9386 7.1649 -2.8191
O -1.9501 6.2950 -3.2951
C -3.1024 7.0019 -3.7589
C -3.8537 6.1776 -4.8047
O -3.2336 6.2111 -6.0976
C -2.0353 5.4343 -6.2354
C -2.2989 3.9273 -6.2575
O -2.4779 3.4358 -4.9278
C -3.1938 2.2091 -4.8990
H -1.2987 7.7398 -1.9596
H -0.0828 6.5598 -2.5080
H -0.6093 7.8397 -3.6157
H -2.8135 7.9660 -4.1945
H -3.7498 7.1782 -2.8921
H -4.8411 6.6321 -4.9447
H -4.0240 5.1511 -4.4748
H -1.2970 5.7113 -5.4821
H -1.6171 5.7183 -7.2075
H -1.4338 3.4068 -6.6864
H -3.1862 3.7187 -6.8667
H -4.1901 2.3425 -5.3301
H -3.3085 1.9057 -3.8561
H -2.6448 1.4343 -5.4396

***

(3)
13
Properties=species:S:1:pos:R:3 method="wB97M-V/def2-TZVPD" smiles="NC(=O)C1CC1" lumo_ev=0.98 spin_multiplicity=1
N 2.2032 -0.0926 0.1618
C 1.0120 0.2709 -0.3969
O 0.9260 1.1338 -1.2558
C -0.1884 -0.4432 0.1446
C -1.4698 -0.3082 -0.6299
C -1.3018 0.4532 0.6400
H 2.2563 -0.7210 0.9460
H 3.0328 0.4153 -0.1046
H -0.0103 -1.3704 0.6840
H -1.3969 0.2437 -1.5623
H -2.1431 -1.1600 -0.6323
H -1.8436 0.1322 1.5249
H -1.1150 1.5206 0.5702

***

(4)
58
Properties=species:S:1:pos:R:3 method="wB97M-V/def2-TZVPD" smiles="C[C@@H]1CCCC[C@@H]1NC(=O)c1ccc(CNc2c(N3CCCC3)c(=O)c2=O)cc1" lumo_ev=0.39 spin_multiplicity=1
C 3.2001 -5.7127 -0.6187
H 3.5581 -5.5231 0.3901
H 3.9288 -6.3321 -1.1364
H 3.1316 -4.7584 -1.1367
C 1.8418 -6.4075 -0.5793
C 1.2941 -6.6402 -1.9889
C -0.0555 -7.3502 -1.9417
C -1.0604 -6.5449 -1.1241
C -0.5298 -6.3007 0.2868
H -0.4268 -7.2577 0.8013
H -1.2352 -5.6892 0.8531
C 0.8380 -5.6091 0.2727
N 0.7186 -4.2429 -0.1840
C 1.1054 -3.1822 0.5584
O 1.5513 -3.2879 1.6853
C 0.9178 -1.8519 -0.0983
C 0.7208 -0.7470 0.7248
C 0.5408 0.5111 0.1856
C 0.5604 0.6963 -1.1919
C 0.7854 -0.4017 -2.0127
C 0.9674 -1.6625 -1.4756
H 1.1739 -2.4880 -2.1422
H 0.8274 -0.2651 -3.0840
C 0.3572 2.0651 -1.7918
N -0.6179 2.8545 -1.0727
C -0.2377 3.8631 -0.2623
C -0.8718 4.6832 0.6764
N -2.0903 4.7628 1.2129
C -3.2191 3.9304 0.8452
C -4.3584 4.4356 1.7328
H -4.3780 3.8781 2.6696
H -5.3284 4.3381 1.2503
C -3.9725 5.8902 2.0026
H -4.2266 6.5129 1.1440
C -2.4585 5.8006 2.1577
H -2.1878 5.4917 3.1749
H -1.9329 6.7280 1.9310
H -4.4582 6.2963 2.8863
H -3.4555 4.0662 -0.2180
H -2.9995 2.8725 1.0227
C 0.3532 5.4792 0.8849
O 0.6302 6.4388 1.5668
C 1.0343 4.5823 -0.1269
O 2.1302 4.4725 -0.6332
H -1.5253 2.4326 -0.9352
H 1.3014 2.6178 -1.7756
H 0.0348 1.9660 -2.8345
H 0.3968 1.3598 0.8391
H 0.7178 -0.8988 1.7935
H 0.3111 -4.0947 -1.0914
H 1.2200 -5.5343 1.2972
H -2.0086 -7.0833 -1.0668
H -1.2583 -5.5919 -1.6212
H -0.4337 -7.4989 -2.9555
H 0.0721 -8.3344 -1.4855
H 2.0071 -7.2421 -2.5564
H 1.1903 -5.6848 -2.5092
H 1.9636 -7.3827 -0.0954

***

(5)
89
Properties=species:S:1:pos:R:3 method="wB97M-V/def2-TZVPD" smiles=CCOCCO[Si@](N)(CCCCCN)OC[C@@H](C)C(C)C.COCCOC.COCCOC lumo_ev=0.76 spin_multiplicity=1
C -3.8355 -5.5637 4.5280
C -2.6222 -6.0787 3.7896
O -2.7214 -5.7204 2.4179
C -1.4738 -5.6227 1.7602
C -0.7939 -4.2706 1.9714
O 0.1223 -4.0469 0.8988
Si 0.0266 -2.7113 -0.0693
N -0.1628 -1.3174 0.9397
C -1.3893 -2.8182 -1.2765
C -2.3629 -1.6196 -1.3356
C -3.7874 -1.9718 -0.9028
C -4.0671 -2.1039 0.5988
C -3.5749 -0.9635 1.5025
N -2.9504 -1.5233 2.7032
O 1.4186 -2.6989 -0.9364
C 2.6589 -3.3518 -0.6726
C 3.7923 -2.4097 -0.1959
C 3.4818 -0.9339 -0.4370
C 4.2353 -2.7007 1.2554
C 5.4019 -1.8109 1.6708
C 3.1046 -2.5920 2.2781
H -3.9930 -4.5129 4.2874
H -4.7389 -6.1111 4.2540
H -3.7067 -5.6463 5.6096
H -1.6979 -5.6821 4.2265
H -2.5679 -7.1747 3.8617
H -1.6617 -5.7538 0.6922
H -0.8199 -6.4498 2.0723
H -1.5628 -3.4889 2.0321
H -0.2213 -4.2452 2.9055
H 0.1937 -1.3806 1.8842
H 0.1972 -0.4620 0.5309
H -0.9381 -3.0113 -2.2556
H -1.9550 -3.7290 -1.0388
H -2.4114 -1.2046 -2.3441
H -1.9763 -0.8123 -0.7102
H -4.4738 -1.2337 -1.3340
H -4.0639 -2.9308 -1.3573
H -3.6416 -3.0362 0.9901
H -5.1528 -2.2099 0.6968
H -2.8207 -0.3727 0.9767
H -4.4071 -0.2857 1.7367
H -2.7546 -0.8003 3.3878
H -3.6018 -2.1579 3.1537
H 2.4873 -4.1433 0.0636
H 2.9517 -3.8402 -1.6048
H 4.6542 -2.6630 -0.8262
H 4.3875 -0.3316 -0.3574
H 3.0598 -0.7858 -1.4321
H 2.7502 -0.5447 0.2763
H 4.5927 -3.7395 1.2698
H 6.1879 -1.8017 0.9085
H 5.0920 -0.7786 1.8503
H 5.8592 -2.1732 2.5961
H 2.6488 -1.5961 2.2365
H 2.3073 -3.3196 2.1270
H 3.4907 -2.7116 3.2941
C 0.6775 0.2653 -2.8723
O -0.3136 0.9498 -2.1208
C 0.2076 1.6887 -1.0350
C 0.3684 3.1604 -1.3549
O 1.3132 3.4012 -2.3789
C 0.7275 3.6314 -3.6496
H 0.1960 -0.1038 -3.7763
H 1.4992 0.9320 -3.1471
H 1.0747 -0.5820 -2.3050
H 1.1765 1.2777 -0.7199
H -0.4939 1.5925 -0.1985
H 0.7172 3.6781 -0.4553
H -0.6053 3.5801 -1.6327
H 0.2290 4.6070 -3.6818
H 0.0025 2.8536 -3.9029
H 1.5357 3.6199 -4.3791
C 1.3355 7.5030 -3.3182
O 0.0565 7.1490 -2.8252
C 0.0695 6.7109 -1.4782
C -0.3499 7.7929 -0.5053
O 0.5445 8.8892 -0.4914
C 0.1131 9.9887 -1.2695
H 1.1842 7.9929 -4.2786
H 1.8533 8.1860 -2.6403
H 1.9592 6.6141 -3.4656
H 1.0636 6.3316 -1.2155
H -0.6387 5.8813 -1.3988
H -0.3674 7.3661 0.5020
H -1.3647 8.1299 -0.7469
H -0.7274 10.5043 -0.7916
H -0.1888 9.6797 -2.2734
H 0.9520 10.6787 -1.3419

***

(6)
51
Properties=species:S:1:pos:R:3 method="wB97M-V/def2-TZVPD" lumo_ev=-4.34 total_charge=+1 spin_multiplicity=1
Ir 0.3644 -1.0386 0.1562
S -6.9136 -0.6383 -0.0886
C -5.2976 -0.7357 0.0286
S -4.2607 0.6658 0.2020
C -2.7534 -0.2070 0.2297
C -2.8219 -1.5495 0.1294
S -1.3439 -2.5188 0.1099
S -4.4121 -2.2469 -0.0143
S -1.1901 0.5966 0.3672
C -0.4013 -0.9621 4.3717
C -0.5869 -1.0080 2.9827
N 0.4430 -1.0604 2.1496
C 1.7045 -1.0859 2.6661
C 1.9678 -1.0496 4.0325
C 0.8609 -0.9764 4.8992
C 3.3349 -1.0951 4.4724
C 4.3565 -1.1810 3.5932
C 4.1089 -1.2256 2.1791
C 5.1097 -1.3227 1.1963
C 4.7699 -1.3609 -0.1336
C 3.4236 -1.2975 -0.5005
N 2.4637 -1.2037 0.4045
C 2.7886 -1.1710 1.7297
H -1.2736 -0.9150 5.0073
H -1.5718 -1.0116 2.5432
H 1.0175 -0.9374 5.9695
H 3.5309 -1.0631 5.5362
H 5.3803 -1.2195 3.9411
H 6.1486 -1.3695 1.4983
H 5.5255 -1.4387 -0.9015
H 3.1017 -1.3292 -1.5333
C -2.6398 4.6909 -2.2299
C -2.1321 3.2910 -2.4170
C -0.7769 2.9936 -2.2654
C -0.3092 1.6981 -2.3866
C -1.2179 0.6910 -2.6714
C -2.5707 0.9519 -2.8325
C -3.0173 2.2569 -2.7116
S -0.7373 -1.0041 -2.7424
C -0.0198 -1.1086 -4.3687
O 0.5515 -1.1450 -1.8762
H -1.8307 5.4178 -2.2737
H -3.1274 4.7925 -1.2587
H -3.3756 4.9481 -2.9912
H -0.0818 3.7926 -2.0390
H 0.7401 1.4691 -2.2475
H -3.2702 0.1499 -3.0374
H -4.0722 2.4707 -2.8300
H 0.7104 -0.3108 -4.4890
H -0.8359 -0.9996 -5.0821
H 0.4385 -2.0896 -4.4734